(1)
Formula: C57H111F2N3O17
Source: the Open Molecules 2025 dataset
Level of theory: the ωB97M-V functional and the def2-TZVPD basis

Molar mass, g mol⁻¹: 1148.5
E, eV: -105612.3855
HOMO level, eV: -7.9
Lowest unoccupied orbital energy, eV: 0.0228

```
! RIJCOSX wB97M-V def2-TZVPD def2/J DEFGRID3
* xyz 0 1
C -0.1134 4.8772 -3.9639
C 0.5602 3.6310 -4.5662
C -0.3833 2.4525 -4.1285
C -1.6117 2.3387 -4.9323
C -1.3718 2.4941 -6.4735
C -0.4124 3.6413 -6.9051
N 0.8068 3.5872 -6.0215
O 1.8097 4.4223 -6.5149
C 0.0744 3.2948 -8.2789
C -1.2048 4.9999 -7.0023
C 1.9009 3.3428 -3.8374
H -1.1504 4.8440 -4.2981
H 0.2446 5.8154 -4.3877
H -0.1257 4.9343 -2.8755
H 0.0890 1.5229 -4.4461
H -0.6663 2.4031 -3.0771
H -2.2871 3.1082 -4.5584
H -2.1662 1.4656 -4.5884
H -2.3320 2.8680 -6.8289
H -1.1979 1.5211 -6.9331
H -0.7792 3.4030 -8.9481
H 0.7923 4.0352 -8.6317
H 0.4619 2.2784 -8.3497
H -1.7175 5.2195 -7.9388
H -1.9683 4.9174 -6.2287
H -0.4349 5.7262 -6.7417
H 2.7202 3.9840 -4.1625
H 2.3117 2.3484 -4.0124
H 1.9264 3.4760 -2.7558
H 2.5942 3.8738 -6.4427
C 11.1222 5.4023 -1.5181
C 10.3726 4.0268 -1.3016
C 11.1831 3.2852 -0.1589
C 10.3899 2.0212 0.2292
C 9.0034 2.4352 0.7428
C 8.1606 3.1912 -0.3937
N 8.9757 4.2945 -1.0146
O 8.3519 4.8380 -2.0578
C 7.6693 2.1541 -1.4436
C 6.8850 3.6219 0.3155
C 10.6257 3.2379 -2.6275
H 12.2073 5.3012 -1.5419
H 10.7727 6.1436 -0.7995
H 10.7060 5.8255 -2.4323
H 12.2613 3.1740 -0.2736
H 11.2473 3.9880 0.6718
H 10.9788 1.4040 0.9077
H 10.3146 1.3538 -0.6293
H 9.1362 3.1637 1.5427
H 8.4347 1.6073 1.1663
H 7.1226 2.7554 -2.1699
H 8.3468 1.5561 -2.0530
H 6.9618 1.5119 -0.9190
H 7.1969 4.4664 0.9300
H 6.0500 3.9558 -0.3003
H 6.5346 2.8965 1.0498
H 11.6787 2.9641 -2.6928
H 10.3013 3.8628 -3.4596
H 10.1446 2.2624 -2.6989
H 8.1275 5.7163 -1.7418
C -2.7677 -3.1761 0.8075
C -2.3035 -2.1331 -0.2249
C -2.8825 -0.7211 0.0702
C -2.1043 -0.0366 1.2508
C -0.5824 -0.1102 1.0801
C 0.0462 -1.4575 0.7361
N -0.8083 -2.0874 -0.2956
O -0.2241 -3.1849 -0.8221
C 1.4785 -1.1389 0.2642
C 0.2380 -2.3794 2.0530
C -2.9659 -2.5267 -1.6018
H -2.6481 -4.1926 0.4328
H -3.8460 -3.0752 0.9310
H -2.3035 -3.1880 1.7937
H -2.8430 -0.1038 -0.8272
H -3.9063 -0.6746 0.4412
H -2.4962 -0.5173 2.1471
H -2.4341 0.9773 1.4775
H -0.1566 0.1991 2.0346
H -0.2997 0.6902 0.3963
H 2.0736 -2.0120 -0.0034
H 1.6082 -0.2938 -0.4119
H 1.9656 -0.7244 1.1469
H -0.5315 -2.1724 2.7968
H 0.1661 -3.4284 1.7660
H 1.2142 -2.2555 2.5218
H -4.0186 -2.2550 -1.6793
H -2.6789 -3.5403 -1.8816
H -2.4949 -1.9215 -2.3764
H 0.4037 -2.7318 -1.3896
C -5.8619 4.3283 3.5808
C -7.0061 5.2700 3.5585
O -8.0894 5.0447 3.0023
C -6.7872 6.6206 4.2460
H -4.9399 4.7825 3.2179
H -6.2085 3.5276 2.9275
H -5.5947 3.7803 4.4843
H -7.6785 7.2356 4.1218
H -5.9237 7.1010 3.7859
H -6.6338 6.4193 5.3062
C 5.0650 -3.6543 5.2997
C 6.0030 -3.1255 4.2078
O 6.7712 -2.2098 4.4456
C 6.0396 -3.7736 2.8030
H 5.3062 -3.2563 6.2854
H 5.0849 -4.7390 5.1937
H 4.0356 -3.3228 5.1634
H 6.6362 -4.6733 2.9537
H 6.4755 -3.1526 2.0204
H 5.0462 -4.0039 2.4178
C -4.5157 -8.1938 3.4733
C -5.9990 -8.0699 3.7535
O -6.7355 -8.3848 2.8267
C -6.5776 -7.4777 5.0162
H -4.2230 -7.3836 2.8055
H -4.1908 -9.1708 3.1157
H -3.9217 -7.9754 4.3608
H -5.9884 -6.6347 5.3771
H -6.7219 -8.1585 5.8552
H -7.5872 -7.1628 4.7525
C 2.8057 1.1884 6.2512
C 1.8045 0.8746 7.4095
O 1.5647 -0.2520 7.8257
C 1.1147 2.0617 8.0130
H 3.3631 0.2773 6.0337
H 3.4652 2.0089 6.5338
H 2.3514 1.5178 5.3167
H 1.8625 2.6724 8.5189
H 0.3963 1.6069 8.6950
H 0.4714 2.5165 7.2598
C -6.2392 -8.1740 -2.2077
C -5.0322 -9.0168 -2.4418
O -3.9882 -8.5226 -2.8734
C -5.1948 -10.4331 -2.0418
H -6.6933 -8.2147 -1.2176
H -7.0242 -8.6085 -2.8267
H -6.1238 -7.1163 -2.4446
H -5.9932 -10.9254 -2.5970
H -5.4584 -10.5280 -0.9884
H -4.2378 -10.8888 -2.2957
C -6.1355 -0.4939 5.1121
C -7.2274 -0.0131 5.9745
O -7.0481 0.7264 6.8357
C -8.6700 -0.5366 5.8161
H -6.4853 -1.3137 4.4847
H -5.2697 -0.8654 5.6604
H -6.0099 0.3820 4.4755
H -8.7186 -1.4475 6.4128
H -8.6942 -0.8840 4.7833
H -9.3984 0.2115 6.1289
C 0.7792 -2.4939 -5.8965
C 2.1534 -2.0450 -5.3235
O 2.5144 -2.4953 -4.2334
C 2.9417 -1.0796 -6.1255
H 0.5698 -1.6849 -6.5964
H -0.0178 -2.5658 -5.1565
H 0.8421 -3.4201 -6.4677
H 3.8884 -0.8656 -5.6294
H 2.3923 -0.1628 -6.3392
H 3.1900 -1.5825 -7.0602
C -10.4705 1.9384 -0.1233
C -9.3134 0.9468 -0.0088
O -9.1364 0.3694 1.0467
C -8.4751 0.5047 -1.1615
H -11.2549 1.6298 0.5678
H -10.9948 1.8980 -1.0781
H -10.1094 2.9477 0.0741
H -7.9528 -0.3821 -0.8024
H -7.7012 1.2115 -1.4609
H -9.1051 -0.0453 -1.8606
C -0.5656 8.1232 1.5989
C -0.9138 8.3263 3.0716
O -0.2193 7.3406 3.7283
C 0.0752 6.3056 2.8105
O 0.6629 5.2376 3.0939
O -0.1435 6.7631 1.5813
F -2.1958 8.1171 3.2554
H 0.2776 8.7742 1.3681
H -1.3617 8.4010 0.9082
H -0.7368 9.3359 3.4424
C 1.3804 -8.6333 -1.5905
C 0.5043 -8.2020 -0.4623
O 1.5025 -8.1662 0.5496
C 2.5360 -8.9760 0.2688
O 3.5327 -9.1270 0.9563
O 2.3666 -9.4671 -0.9885
F -0.3582 -9.1029 -0.0685
H 1.8019 -7.8361 -2.2027
H 0.7049 -9.0897 -2.3140
H 0.0430 -7.2145 -0.4695
*
```

Löwdin population analysis, charges in e, atoms 1 to 5: -0.03 -0.46 -0.17 -0.21 -0.10


(2)
Formula: C57H114O57
Source: the Open Molecules 2025 dataset
Level of theory: the ωB97M-V functional and the def2-TZVPD basis

Molar mass, g mol⁻¹: 1711.5
E, eV: -177658.2824
ΔE to the lowest compared entry with this formula, charge and spin, kcal per mole: 60.7
HOMO level, eV: -10.3
Lowest unoccupied orbital energy, eV: 0.4472

```
! RIJCOSX wB97M-V def2-TZVPD def2/J DEFGRID3
* xyz 0 1
C -5.6029 -6.0469 -6.4263
O -6.5128 -5.3650 -5.6618
C -6.2012 -4.2112 -5.1190
O -5.1448 -3.6123 -5.3024
O -7.2425 -3.8328 -4.3823
C -7.2121 -2.5632 -3.7249
H -4.6054 -5.8841 -6.0183
H -5.4674 -5.7168 -7.4562
H -5.9586 -7.0582 -6.6235
H -7.7086 -1.8538 -4.3870
H -6.1699 -2.3436 -3.4934
H -7.7402 -2.5996 -2.7720
C 9.5171 5.2658 6.9342
O 8.8124 4.6634 5.9061
C 8.4203 3.3772 5.9501
O 8.8414 2.5047 6.7131
O 7.6245 3.2153 4.9481
C 6.9483 2.0004 4.8644
H 9.6916 6.3386 6.8516
H 10.4877 4.7718 6.9767
H 8.9313 5.1677 7.8481
H 5.9295 2.1020 4.4905
H 6.8968 1.4491 5.8033
H 7.4176 1.4228 4.0680
C 5.8633 -0.7143 2.4972
O 5.8812 -2.0211 3.1191
C 6.4495 -2.1327 4.3437
O 6.8883 -1.1541 4.9825
O 6.5724 -3.4159 4.7014
C 7.0803 -3.8802 6.0334
H 5.1954 -0.5388 1.6538
H 6.9116 -0.5315 2.2612
H 5.5936 0.0159 3.2602
H 8.0308 -3.4138 6.2925
H 7.2131 -4.9375 6.2630
H 6.3343 -3.5176 6.7406
C 2.0175 -0.2700 0.5515
O 0.8223 0.5477 0.5317
C -0.2893 -0.0192 0.0007
O -0.5849 -1.1914 0.0376
O -0.8989 0.9628 -0.5991
C -2.1144 0.6763 -1.2367
H 2.4857 -0.0783 -0.4139
H 1.7664 -1.3288 0.6147
H 2.6488 0.0062 1.3961
H -2.5025 1.6603 -1.4996
H -2.9179 0.1149 -0.7601
H -1.8929 -0.0069 -2.0566
C 2.8849 3.0322 5.4614
O 2.6107 3.8698 4.4043
C 3.0365 3.5468 3.1302
O 3.8638 2.6608 2.7914
O 2.3048 4.2628 2.2427
C 2.3769 3.8722 0.8891
H 3.8284 2.5017 5.3331
H 2.0121 2.3981 5.6173
H 2.8687 3.6916 6.3292
H 3.4416 3.9259 0.6615
H 1.8070 4.3884 0.1166
H 2.0456 2.8339 0.8764
C -2.6439 -0.1359 3.0657
O -3.9510 -0.0757 3.5674
C -4.1812 -0.4283 4.7498
O -3.4015 -0.8446 5.5714
O -5.5233 -0.2614 4.9656
C -6.1168 -0.4860 6.2153
H -2.4157 -1.1503 2.7384
H -1.9304 0.1147 3.8506
H -2.4883 0.5708 2.2505
H -5.8400 0.2032 7.0131
H -5.8388 -1.4592 6.6200
H -7.1989 -0.3820 6.1355
C -5.0453 4.2683 -4.4528
O -5.9050 5.1935 -3.8853
C -6.5245 6.1737 -4.6293
O -6.2987 6.3077 -5.8305
O -7.4299 6.8947 -3.8178
C -8.2533 7.7813 -4.4028
H -5.5234 3.3305 -4.7358
H -4.3804 4.0343 -3.6213
H -4.4551 4.6640 -5.2794
H -9.1377 7.9929 -3.8019
H -8.6133 7.4282 -5.3691
H -7.6391 8.6735 -4.5249
C -6.5893 0.7624 -2.7721
O -6.4439 -0.0459 -1.6401
C -5.3543 -0.7736 -1.6176
O -4.4521 -0.8087 -2.4326
O -5.3095 -1.4861 -0.4812
C -4.1763 -2.3579 -0.2038
H -7.1166 0.2950 -3.6038
H -5.7321 1.3887 -3.0193
H -7.2814 1.5701 -2.5342
H -3.3443 -1.8164 0.2465
H -3.8736 -2.9176 -1.0887
H -4.5288 -3.0669 0.5453
C 0.8251 0.6635 -7.7382
O 0.2697 -0.5344 -7.1254
C -0.9362 -0.4547 -6.4987
O -1.5784 0.5792 -6.3752
O -1.1713 -1.6226 -5.9553
C -2.2619 -1.7706 -5.0131
H 0.9158 1.4526 -6.9917
H 0.2933 1.0320 -8.6154
H 1.7836 0.3330 -8.1383
H -2.2928 -2.6823 -4.4165
H -3.1782 -1.5655 -5.5666
H -2.1769 -0.9957 -4.2513
C -1.6365 4.4089 2.1542
O -1.7317 4.4320 3.5530
C -1.1580 3.5740 4.3459
O -0.3559 2.6623 4.0416
O -1.3872 4.0696 5.6135
C -0.4213 3.6868 6.6293
H -1.7390 3.3585 1.8818
H -0.7347 4.8812 1.7645
H -2.5108 4.8805 1.7057
H -0.3043 2.6031 6.6291
H -0.5642 4.0768 7.6371
H 0.5834 4.0100 6.3571
C 0.4314 -4.1583 7.1228
O 0.5451 -3.2470 6.0010
C 0.1956 -1.9106 6.0904
O -0.1777 -1.3783 7.1359
O 0.6024 -1.2788 4.9864
C 0.6510 0.1372 5.0717
H -0.5714 -4.0300 7.5302
H 1.1180 -3.7968 7.8883
H 0.5595 -5.1996 6.8275
H -0.3478 0.5705 5.0195
H 1.2671 0.4723 4.2374
H 1.1196 0.5653 5.9578
C 3.5001 -1.5278 6.4113
O 3.0229 -1.3000 7.7444
C 2.9724 -0.0668 8.2730
O 3.0116 0.9653 7.6086
O 2.7465 -0.1522 9.5889
C 2.6309 1.0646 10.4015
H 4.2560 -0.7696 6.2072
H 2.7351 -1.6895 5.6518
H 4.2048 -2.3575 6.4663
H 3.5911 1.5805 10.4095
H 2.4614 0.8364 11.4538
H 1.8868 1.8101 10.1208
C 6.7677 -8.4438 -4.6343
O 6.1081 -7.2637 -4.3406
C 5.1402 -7.2636 -3.4497
O 4.7220 -8.2422 -2.8638
O 4.7134 -5.9948 -3.2770
C 3.5143 -5.7313 -2.5618
H 6.1461 -9.1839 -5.1383
H 7.0755 -8.9221 -3.7045
H 7.6836 -8.3820 -5.2221
H 3.2811 -4.6703 -2.4733
H 3.5593 -6.2617 -1.6106
H 2.6502 -6.2122 -3.0203
C 5.4388 1.3731 -1.1353
O 5.3862 -0.0414 -1.3154
C 5.8372 -0.5407 -2.5339
O 6.1860 0.1627 -3.4665
O 5.7300 -1.8003 -2.5056
C 5.9954 -2.5659 -3.6973
H 6.4742 1.7110 -1.1783
H 4.9701 1.5507 -0.1674
H 4.7855 1.9682 -1.7733
H 5.1025 -2.5621 -4.3225
H 6.0706 -3.6097 -3.3925
H 6.8900 -2.2351 -4.2248
C -0.9243 3.5789 -3.6470
O 0.1646 2.6741 -3.5882
C 1.2762 3.0534 -2.8667
O 1.5197 4.1758 -2.3848
O 2.1323 2.0120 -2.7347
C 1.9021 0.6783 -3.1834
H -1.8298 3.1802 -4.1046
H -0.5851 4.4643 -4.1847
H -1.1758 3.8608 -2.6246
H 1.6788 0.6342 -4.2494
H 1.0173 0.2359 -2.7257
H 2.6593 -0.0395 -2.8680
C -4.9478 0.1873 -6.4015
O -5.4753 1.4555 -6.7212
C -6.7934 1.7161 -6.6401
O -7.6435 1.0242 -6.0202
O -7.0625 2.9748 -7.0325
C -8.3742 3.5748 -6.9556
H -5.2353 0.0065 -5.3658
H -3.8699 0.0971 -6.5364
H -5.4344 -0.6595 -6.8856
H -9.1953 3.0833 -6.4337
H -8.7643 3.6888 -7.9670
H -8.1994 4.6148 -6.6799
C -0.2624 -3.9519 2.0826
O 1.1010 -3.6129 2.1749
C 1.9045 -4.0433 1.2874
O 1.5854 -4.8480 0.4145
O 3.1722 -3.5401 1.4963
C 4.3206 -4.0808 0.7982
H -0.8115 -3.2851 2.7475
H -0.4063 -5.0017 2.3383
H -0.7274 -3.6503 1.1440
H 4.1562 -5.1140 0.4922
H 5.1402 -4.1433 1.5141
H 4.5696 -3.3729 0.0077
C -5.8815 2.1657 0.8765
O -5.5861 3.5037 0.8047
C -5.0083 4.0393 -0.2468
O -4.7082 3.4823 -1.2995
O -4.7100 5.2471 0.1049
C -4.1081 6.1322 -0.7841
H -6.2167 1.8378 1.8605
H -4.9591 1.6711 0.5724
H -6.5919 1.9259 0.0853
H -4.2027 7.0797 -0.2537
H -4.6820 6.1421 -1.7107
H -3.0428 5.9363 -0.9064
C 2.8386 -3.4782 -6.6089
O 1.7319 -3.5468 -5.7996
C 1.6795 -3.1372 -4.5472
O 2.4701 -2.3867 -4.0072
O 0.4687 -3.5387 -4.0300
C 0.1877 -3.3994 -2.6347
H 2.7035 -3.9693 -7.5725
H 3.7004 -3.8347 -6.0447
H 3.1166 -2.4668 -6.9054
H 0.7840 -4.1889 -2.1773
H -0.8593 -3.6236 -2.4308
H 0.4721 -2.4360 -2.2115
*
```

Löwdin population analysis, charges in e, atoms 1 to 5: -0.08 0.02 -0.58 0.10 0.02